--- one ---
DFT (ωB97M-V/def2-TZVPD) results for C22H24FN3O3 as an isolated structure.

The geometry in XYZ format:
```
53
Properties=species:S:1:pos:R:3:mulliken_charge:R:1
O -2.676 -1.083 0.240 -0.6793
C -2.477 -0.891 -0.949 0.6871
C -2.342 0.445 -1.574 -0.9934
C -2.099 1.566 -0.894 0.6861
C -1.880 2.907 -1.539 -0.6512
C -2.496 3.894 -0.543 -0.7561
C -2.252 3.262 0.843 -0.5983
C -2.002 1.756 0.599 0.0049
N -2.328 -1.940 -1.828 -0.2165
C -1.955 -3.240 -1.296 -1.2549
C -0.488 -3.247 -0.973 1.2119
C 0.299 -4.280 -0.150 -0.9050
C 1.356 -3.136 -0.194 0.2053
N 2.464 -3.153 0.721 -0.0510
C 2.907 -2.177 1.562 -0.1048
O 3.616 -2.434 2.522 -0.6844
C 2.528 -0.769 1.289 0.3705
C 2.402 -0.046 0.140 -0.7705
C 2.068 1.286 0.537 0.9838
C 1.780 2.470 -0.142 0.5298
F 1.804 2.462 -1.490 -0.4253
C 1.470 3.621 0.531 -0.4875
C 1.441 3.609 1.939 -0.3819
C 1.708 2.471 2.663 -1.2207
C 2.023 1.312 1.944 -0.1420
N 2.314 0.047 2.376 -0.0195
C 1.630 -3.096 -1.700 -0.6409
O 0.285 -3.171 -2.198 -0.5545
C 0.157 -2.161 -0.100 -0.6135
H -2.376 0.486 -2.658 0.3057
H -0.800 3.076 -1.614 0.0691
H -2.296 2.968 -2.545 0.4432
H -2.066 4.892 -0.629 0.3469
H -3.567 3.984 -0.733 0.3246
H -1.393 3.718 1.334 0.1319
H -3.110 3.416 1.497 0.3144
H -2.687 1.103 1.132 0.5912
H -0.993 1.472 0.918 -0.3133
H -1.931 -1.712 -2.726 0.3067
H -2.537 -3.420 -0.394 0.3692
H -2.185 -4.014 -2.029 0.3956
H -0.102 -4.422 0.852 0.3541
H 0.547 -5.226 -0.633 0.3496
H 2.815 -4.064 0.981 0.2930
H 2.532 -0.405 -0.865 0.6122
H 1.253 4.523 -0.025 0.4702
H 1.197 4.525 2.460 0.4247
H 1.677 2.472 3.744 0.4292
H 2.468 -0.254 3.323 0.2159
H 2.108 -2.172 -2.031 0.2769
H 2.216 -3.951 -2.049 0.3018
H 0.248 -1.174 -0.544 0.2308
H -0.273 -2.108 0.897 0.2282
```

Frontier orbital gap   9.003 eV
Highest occupied orbital energy   -8.42 eV
Spin multiplicity   1

--- two ---
DFT (ωB97M-V/def2-TZVPD) results for C22H24FN3O3 in the gas phase.

The geometry in XYZ format:
```
53
Properties=species:S:1:pos:R:3:mulliken_charge:R:1
C 2.810 1.356 4.516 -0.7274
O 1.886 2.122 3.783 -0.4715
C 1.718 1.846 2.460 0.5892
C 0.824 2.665 1.770 -0.8612
C 0.574 2.469 0.431 -0.3380
C 1.213 1.441 -0.262 0.0520
N 0.933 1.195 -1.617 0.2775
C 1.134 -0.125 -2.175 -0.6118
C 0.329 -0.138 -3.490 -0.0169
C -0.887 -1.055 -3.326 0.5624
O -0.819 -2.167 -3.824 -0.7147
N -1.975 -0.692 -2.608 0.0432
C -2.244 0.515 -1.865 -0.6872
C -2.308 0.198 -0.347 -0.7701
N -1.703 -1.095 -0.136 0.7448
C -0.894 -1.354 0.958 0.0705
C 0.069 -2.370 0.888 -0.1537
C 0.922 -2.639 1.937 -1.0450
C 0.858 -1.898 3.105 -0.5994
C -0.076 -0.884 3.208 -0.2790
C -0.934 -0.632 2.157 0.3944
F -1.865 0.339 2.345 -0.4362
C -2.453 -2.174 -0.752 -0.8686
C -2.869 -1.749 -2.175 -0.9661
C 0.152 1.343 -3.818 -0.9223
C 0.430 2.087 -2.515 0.3289
O 0.229 3.266 -2.329 -0.6623
C 2.105 0.627 0.425 -0.4960
C 2.361 0.827 1.770 -0.1833
H 2.532 0.298 4.535 0.1874
H 2.785 1.754 5.529 0.2573
H 3.824 1.457 4.114 0.3373
H 0.327 3.453 2.312 0.4078
H -0.109 3.123 -0.086 0.4847
H 2.198 -0.296 -2.379 0.6285
H 0.788 -0.886 -1.470 -0.0668
H 0.909 -0.636 -4.271 0.6086
H -1.492 1.268 -2.052 0.1425
H -3.210 0.914 -2.201 0.3354
H -3.350 0.214 0.004 0.5035
H -1.751 0.959 0.194 0.2768
H 0.147 -2.952 -0.018 0.3318
H 1.648 -3.433 1.840 0.3831
H 1.521 -2.114 3.929 0.4436
H -0.174 -0.290 4.103 0.4731
H -3.350 -2.416 -0.159 0.4226
H -1.826 -3.063 -0.798 0.3759
H -2.790 -2.584 -2.870 0.4471
H -3.891 -1.363 -2.189 0.3202
H 0.891 1.668 -4.554 0.2824
H -0.830 1.600 -4.212 0.4121
H 2.621 -0.174 -0.080 0.3548
H 3.062 0.173 2.263 0.3978
```

Structure (SMILES)   COc1ccc(N2C[C@@H](C(=O)N3CCN(c4ccccc4F)CC3)CC2=O)cc1
Frontier orbital gap   8.644 eV
Highest occupied orbital energy   -7.93 eV
Spin multiplicity   1

Which one is most stable, and which one is least stable? two is the most stable of them, while one is the least stable.

--- one ---
DFT (ωB97M-V/def2-TZVPD) results for H4N2O2Si in the gas phase.

The geometry in XYZ format:
```
9
Properties=species:S:1:pos:R:3:mulliken_charge:R:1
N 1.296 0.412 -0.196 -0.4764
Si 0.076 -0.793 -0.024 0.3647
N -1.222 0.363 0.425 0.7937
O -0.809 1.384 0.936 -0.4874
O -2.409 0.134 0.186 -0.5770
H 0.984 1.172 -0.860 0.2706
H 2.167 0.278 -0.634 0.2535
H 0.332 -1.428 1.276 -0.0688
H -0.416 -1.520 -1.109 -0.0729
```

Structure (SMILES)   N[SiH2][N+](=O)[O-]
Frontier orbital gap   10.613 eV
Highest occupied orbital energy   -10.47 eV
Spin multiplicity   1

--- two ---
DFT (ωB97M-V/def2-TZVPD) results for a 2-piece molecular cluster, H4N2O2Si overall.

The geometry in XYZ format:
```
9
Properties=species:S:1:pos:R:3:mulliken_charge:R:1
N 1.237 -1.053 0.268 -0.6316
Si 1.367 0.549 0.003 0.4916
H 1.743 -1.709 -0.268 0.2192
H 0.738 1.474 1.130 -0.0310
H 1.476 1.450 -1.146 -0.0511
O -2.700 0.907 -0.225 -0.3998
N -1.674 0.425 0.072 0.2119
O -1.562 -0.924 -0.075 -0.3457
H -0.624 -1.120 0.242 0.5365
```

Structure (SMILES)   N=[SiH2].O=NO
Frontier orbital gap   9.102 eV
Highest occupied orbital energy   -9.92 eV
Spin multiplicity   1

Which one is most stable, and which one is least stable? one is the most stable of them, while two is the least stable.

--- one ---
DFT (ωB97M-V/def2-TZVPD) results for an isolated ion of composition C8H14N5O2 and charge +1.

The geometry in XYZ format:
```
29
Properties=species:S:1:pos:R:3:mulliken_charge:R:1
H -0.292 -3.106 -1.728 0.2966
N 0.740 -2.910 -1.369 -0.5794
C 0.792 -2.214 -0.287 -0.4223
C 2.085 -2.029 0.279 0.6182
N 2.934 -1.701 1.003 0.5766
O 3.836 -1.346 1.677 -0.6317
N -0.323 -1.782 0.509 -0.4528
C -1.061 -0.802 0.414 0.7840
O -0.454 0.590 0.193 -0.4260
C 0.564 0.657 -0.602 0.0328
N 1.363 1.684 -0.545 0.1340
C 2.615 1.775 -1.337 -0.9234
C 1.359 2.620 0.512 -0.9882
N -2.336 -0.718 0.533 0.0808
C -2.989 0.565 0.294 -0.8506
C -3.087 -1.853 0.818 -0.9449
H 0.734 -0.063 -1.427 0.5780
H 3.513 1.619 -0.737 0.3748
H 2.603 0.945 -2.070 0.3173
H 2.600 2.619 -1.899 0.4143
H 1.087 3.600 0.124 0.4144
H 0.602 2.618 1.411 0.2870
H 2.290 2.719 0.949 0.3833
H -3.758 0.449 -0.491 0.3457
H -3.353 0.974 1.240 0.3411
H -2.321 1.342 -0.089 0.2715
H -3.722 -1.538 1.763 0.3275
H -3.678 -2.183 -0.153 0.2975
H -2.342 -2.532 1.014 0.3442
```

Structure (SMILES)   [H]/N=C(C#[N+][O-])\N=C(/OC=[N+](C)C)N(C)C
Net charge   +1
Frontier orbital gap   8.827 eV
Highest occupied orbital energy   -12.81 eV
Spin multiplicity   1

--- two ---
DFT (ωB97M-V/def2-TZVPD) results for an isolated ion of composition C8H14N5O2 and charge +1.

The geometry in XYZ format:
```
29
Properties=species:S:1:pos:R:3:mulliken_charge:R:1
C 1.093 1.121 0.108 0.6052
C -2.274 1.224 -0.389 -0.0053
C -2.291 -1.022 0.716 0.5797
C 1.800 -0.423 0.424 0.2181
C -1.051 0.801 -1.157 0.0301
C -1.029 -0.635 -1.285 0.1144
C 1.798 2.237 0.777 -1.4704
C 3.072 -0.258 -0.429 -1.0509
N 0.066 1.465 -0.570 -0.4808
N -2.620 0.335 0.687 -0.1827
N 1.012 -1.454 0.061 -0.5822
N -1.626 -1.436 -0.366 -0.1130
N -2.475 -1.771 1.782 -0.3791
O -2.910 2.216 -0.511 -0.4769
O -0.818 -1.067 -2.472 -0.4605
H 1.999 -0.290 1.460 0.4449
H -1.129 1.175 -2.199 0.4960
H 2.174 2.904 0.091 0.4076
H 2.630 2.128 1.483 0.3732
H 1.019 2.724 1.401 0.3902
H 2.998 -1.072 -1.187 0.3217
H 3.987 -0.184 0.163 0.2970
H 3.092 0.743 -0.940 0.2770
H -2.943 0.834 1.501 0.2448
H 1.449 -1.924 -0.798 0.1717
H -1.209 -2.340 -0.254 0.3373
H -3.051 -1.326 2.561 0.2556
H -2.047 -2.690 1.964 0.2431
H -0.715 -2.018 -2.623 0.3944
```

Net charge   +1
Frontier orbital gap (spin up / spin down)   7.724 / 6.657 eV
Highest occupied orbital energy (spin up / spin down)   -11.73 / -10.93 eV
Spin multiplicity   1

Which one is most stable, and which one is least stable? two is the most stable of them, while one is the least stable.

--- one ---
DFT (ωB97M-V/def2-TZVPD) results for a 2-piece molecular cluster, C2H12N4 overall.

The geometry in XYZ format:
```
18
Properties=species:S:1:pos:R:3:mulliken_charge:R:1
N 4.031 1.901 -1.867 -0.5245
C 2.952 2.382 -1.059 -0.2135
N 2.279 1.271 -0.326 -0.6685
H 3.931 2.082 -2.849 0.2132
H 4.937 2.164 -1.530 0.2049
H 3.229 3.079 -0.324 0.2648
H 2.218 2.849 -1.728 0.2710
H 2.413 0.477 -0.955 0.2371
H 1.269 1.379 -0.359 0.2156
N -2.443 -1.141 0.569 -0.6569
C -3.340 -1.818 1.515 -0.2743
N -3.269 -3.272 1.459 -0.5764
H -1.604 -0.910 1.096 0.2638
H -2.741 -0.200 0.331 0.2422
H -3.050 -1.602 2.556 0.2427
H -4.332 -1.377 1.439 0.3198
H -4.071 -3.673 0.995 0.2194
H -2.410 -3.589 1.038 0.2194
```

Structure (SMILES)   NCN.NCN
Frontier orbital gap   10.138 eV
Highest occupied orbital energy   -9.20 eV
Spin multiplicity   1

--- two ---
DFT (ωB97M-V/def2-TZVPD) results for a 2-piece molecular cluster, C2H12N4 overall.

The geometry in XYZ format:
```
18
Properties=species:S:1:pos:R:3:mulliken_charge:R:1
N 2.568 -2.818 3.410 -0.5855
C 1.238 -3.279 3.096 -0.2151
N 0.680 -2.598 1.921 -0.5823
H 2.695 -1.887 3.034 0.2578
H 3.265 -3.435 3.020 0.2142
H 0.550 -3.034 3.909 0.2605
H 1.271 -4.365 2.953 0.2604
H 1.090 -2.871 1.038 0.1790
H -0.321 -2.712 1.859 0.2110
N -2.432 3.016 -3.607 -0.5346
C -1.637 3.369 -2.479 -0.2901
N -0.512 2.402 -2.238 -0.6670
H -3.117 2.301 -3.413 0.2292
H -1.902 2.724 -4.414 0.1955
H -2.248 3.336 -1.590 0.3346
H -1.235 4.371 -2.609 0.2677
H 0.026 2.705 -1.430 0.2365
H 0.138 2.525 -3.010 0.2281
```

Structure (SMILES)   NCN.NCN
Frontier orbital gap   10.209 eV
Highest occupied orbital energy   -9.07 eV
Spin multiplicity   1

Which one is most stable, and which one is least stable? two is the most stable of them, while one is the least stable.